51
Properties=species:S:1:pos:R:3:forces:R:3 method="wB97M-V/def2-TZVPD" spin_multiplicity=4 lumo_energy_ha="-0.1202 / -0.1319" homo_lumo_gap_ha="0.2126 / 0.2126" homo_energy_ev="-9.06 / -9.37" charge=+1
V -0.329030 -0.232297 0.196275 1.46 0.74 1.25
C 0.587183 3.016211 0.424233 0.12 0.04 -0.11
C -0.578575 2.800009 -0.492688 -0.04 -0.35 -0.05
C -1.197655 3.873880 -1.126310 0.20 0.14 0.11
C -2.266303 3.651006 -1.960656 -0.19 -0.03 -0.18
C -2.720753 2.351082 -2.147091 -0.22 0.21 -0.31
C -2.072011 1.327098 -1.508141 0.04 -0.86 0.16
N -1.003666 1.542496 -0.699784 -0.45 0.53 -0.16
C -2.534159 -0.109171 -1.590900 0.59 0.31 0.35
C -3.613686 -0.589284 -2.299368 -0.23 -0.01 -0.27
C -3.943525 -1.932562 -2.179351 -0.03 -0.02 0.00
C -3.217256 -2.769936 -1.340315 -0.23 -0.28 -0.22
C -2.139512 -2.252492 -0.660676 0.54 0.31 0.51
N -1.820016 -0.951394 -0.819666 -0.86 -0.27 -0.11
C -1.305582 -2.962295 0.383906 -0.37 0.62 -0.45
C -1.521775 -4.266317 0.746217 -0.08 -0.40 0.01
C -0.807407 -4.790860 1.819981 -0.22 -0.21 -0.18
C 0.094366 -3.994061 2.478676 0.22 0.11 0.16
C 0.301203 -2.688400 2.041194 0.04 0.15 -0.29
C 1.327631 -1.814130 2.695396 0.07 -0.06 0.12
N -0.386706 -2.187587 1.009951 -0.36 -0.41 0.16
H 0.461824 3.939194 0.989910 0.02 0.00 -0.03
H 1.516310 3.086177 -0.149482 -0.05 0.00 0.02
H 0.716216 2.200809 1.134329 -0.05 -0.07 -0.02
H -0.825636 4.876514 -0.954557 -0.03 -0.06 0.01
H -2.755684 4.476797 -2.462200 0.02 -0.04 0.03
H -3.569589 2.147883 -2.786144 0.04 0.05 0.03
H -4.201791 0.064735 -2.929114 0.02 -0.06 0.02
H -4.790601 -2.325779 -2.725808 0.02 0.00 0.02
H -3.507757 -3.804074 -1.216396 0.00 0.03 -0.05
H -2.239113 -4.873577 0.210980 0.02 0.01 0.07
H -0.968615 -5.815057 2.134267 0.00 0.06 -0.03
H 0.656675 -4.366313 3.326404 -0.02 0.02 -0.06
H 1.136083 -1.728644 3.766913 0.01 -0.02 -0.02
H 1.364494 -0.812739 2.268387 -0.05 0.01 -0.09
H 2.321910 -2.247261 2.571788 -0.03 -0.01 0.01
O -1.107442 0.622755 2.197497 -0.10 -0.11 -0.14
H -0.687898 0.903241 3.018016 0.05 -0.06 -0.02
H -2.057728 0.690877 2.340028 -0.02 0.03 0.02
Te 1.563255 -0.838054 -1.588468 0.11 -0.38 -0.38
C 3.035788 0.494352 -0.888716 0.17 0.26 0.05
C 3.736951 0.245243 0.292539 0.03 0.21 -0.04
C 4.706775 1.138507 0.742490 -0.07 -0.07 -0.03
C 4.996475 2.284092 0.014698 -0.03 -0.03 -0.03
C 4.323365 2.524448 -1.177215 -0.03 -0.02 0.01
C 3.354689 1.635914 -1.629320 0.08 -0.01 0.14
H 3.544694 -0.663941 0.848899 -0.01 0.01 0.00
H 5.249911 0.926307 1.655546 -0.01 0.00 -0.01
H 5.759405 2.970880 0.358606 -0.03 -0.01 0.00
H 4.557650 3.406137 -1.761909 0.01 -0.03 -0.01
H 2.856619 1.819582 -2.572850 -0.05 0.01 0.02



8
Properties=species:S:1:pos:R:3:forces:R:3 method="wB97M-V/def2-TZVPD" lumo_energy_ha=-0.3535 homo_lumo_gap_ha=0.5456 e_above_lowest_kcal_mol=3.8 homo_energy_ev=-24.47 charge=+2
C -2.123058 -0.001007 0.401963 -4.33 -0.07 -3.82
C 2.783971 0.446372 -0.340045 -2.61 -3.21 2.35
N -2.963613 -0.053166 -0.382118 -0.23 -0.65 0.97
N 2.082586 -0.207769 0.342091 3.70 3.14 -2.80
H -1.434098 0.216046 1.117165 1.91 0.32 1.88
H 3.454909 0.879880 -1.087811 -0.26 0.30 0.17
H -3.894702 -0.224122 -0.932858 2.16 0.44 0.99
H 1.929459 -0.797651 1.147952 -0.34 -0.26 0.27



42
Properties=species:S:1:pos:R:3:forces:R:3 method="wB97M-V/def2-TZVPD" lumo_energy_ha=-0.1914 homo_lumo_gap_ha=0.2065 e_above_lowest_kcal_mol=8.7 homo_energy_ev=-10.83 charge=+1
C -3.789756 -2.215534 0.894515 -1.76 -0.23 -0.27
O -2.391932 -2.271635 1.071127 2.28 3.05 1.51
C -1.874768 -1.130812 1.585138 -0.08 -2.12 -0.82
C -0.500396 -0.994095 1.825571 0.09 -0.55 -0.18
C 0.079316 0.183417 2.353250 -0.14 0.05 -0.01
C 1.436667 0.253503 2.563348 -0.35 0.12 -0.02
C 2.270964 -0.827464 2.268962 -0.06 -0.06 -0.02
C 3.737050 -0.737452 2.509456 0.23 -0.27 -0.06
C 1.703681 -1.992399 1.749237 -0.27 -0.17 -0.10
C 0.351482 -2.076611 1.530867 0.19 -0.22 -0.06
H -4.115416 -3.176117 0.497862 0.20 0.07 0.04
H -4.286626 -2.044141 1.850872 0.07 0.06 -0.05
H -4.053064 -1.434103 0.179334 0.04 -0.05 0.08
H -2.538387 -0.312739 1.822188 -0.48 0.04 0.05
H -0.553742 1.022075 2.586499 -0.13 0.22 0.09
H 1.881815 1.151156 2.959917 -0.04 0.18 0.08
H 4.237890 -1.669287 2.237489 -0.05 0.14 0.04
H 4.175686 0.069151 1.919344 -0.03 0.05 0.06
H 3.941408 -0.536956 3.562667 -0.01 0.08 -0.02
H 2.337793 -2.832006 1.517703 0.08 -0.13 -0.04
H -0.094015 -2.970867 1.129215 0.07 -0.21 -0.07
C -2.918188 -1.117484 10.395022 -0.08 0.11 0.25
O -2.465341 -1.771839 9.232774 -0.26 0.39 -1.93
C -2.858331 -1.204688 8.014686 -0.07 0.09 0.84
C -3.643190 -0.078647 7.866634 0.46 -0.66 0.65
C -3.982522 0.412437 6.590655 0.20 -0.29 -0.19
C -3.515724 -0.250263 5.426544 -0.01 0.02 0.37
C -2.716473 -1.397855 5.600836 -0.03 0.09 0.17
C -2.404174 -1.852214 6.841881 0.21 -0.27 0.31
N -3.804695 0.171653 4.167895 0.19 -0.17 0.05
C -4.552329 1.237782 4.078218 -0.01 0.02 -0.72
C -5.060072 1.958138 5.156303 -0.35 0.50 0.24
C -4.781463 1.555890 6.420666 0.10 -0.14 0.01
H -2.539476 -1.660073 11.262752 0.02 -0.03 -0.26
H -2.537084 -0.097233 10.423878 -0.05 0.15 0.09
H -4.007227 -1.118943 10.426729 -0.11 0.10 0.09
H -4.007604 0.440212 8.733230 -0.15 0.20 0.17
H -2.360791 -1.902095 4.720303 0.11 -0.20 -0.20
H -1.794715 -2.727537 6.965326 0.19 -0.28 0.03
H -4.783588 1.569360 3.078603 -0.08 0.12 -0.27
H -5.669590 2.828941 4.981914 -0.08 0.11 -0.11
H -5.158019 2.091139 7.276441 -0.05 0.07 0.17



55
Properties=species:S:1:pos:R:3:forces:R:3 method="wB97M-V/def2-TZVPD" smiles="C/C(N)=C/CCCN.O.O.O.O.O.O.O.O.O.O.O" lumo_energy_ha=0.0061 homo_lumo_gap_ha=0.3224 e_above_lowest_kcal_mol=114.3 homo_energy_ev=-8.61
C 1.740541 0.597087 -2.012528 2.42 -1.31 -1.50
C 0.842147 -0.518143 -1.656700 -0.32 0.42 1.30
N 0.965964 -1.791466 -2.265943 3.22 1.07 -1.63
C -0.102507 -0.250806 -0.747224 -1.33 0.95 -0.18
C -1.429216 -0.990854 -0.715600 -0.13 0.97 -0.14
C -1.441266 -2.115100 0.297208 -0.83 -0.51 0.08
C -1.581155 -1.804406 1.809205 -0.81 -2.03 3.05
N -1.829280 -0.537441 2.499539 -0.41 1.57 -1.51
H 1.522323 0.831395 -3.115593 0.95 -0.37 1.31
H 1.473831 1.464606 -1.468455 0.01 0.75 0.54
H 2.858490 0.302673 -1.746560 -2.00 0.87 -1.16
H 1.645712 -1.709166 -3.111443 -1.48 -0.22 1.99
H 0.109157 -2.022429 -2.678719 -1.71 -0.59 -0.67
H -0.152747 0.769989 -0.267661 0.32 -1.11 -0.68
H -2.159063 -0.158234 -0.460351 0.54 -1.43 -0.24
H -1.623430 -1.309232 -1.799848 0.03 0.05 2.28
H -0.559153 -2.752363 0.162003 -0.07 0.24 0.12
H -2.265891 -2.798099 0.117905 -0.27 -0.05 -0.44
H -0.576830 -2.113480 2.281860 -1.82 -0.09 -0.40
H -2.497156 -2.429569 2.311876 2.49 0.62 -1.56
H -2.624373 0.045955 2.137425 0.80 -1.11 0.18
H -1.016195 0.033368 2.316928 -0.12 0.43 0.09
O 1.286667 3.628065 0.012220 -3.46 3.06 2.00
H 0.528360 3.830137 0.736929 2.28 0.44 -2.14
H 1.247276 2.759786 0.308942 1.18 -3.38 0.24
O -2.194918 1.076911 -2.469594 -0.67 -5.82 -5.93
H -2.895876 1.397914 -2.068282 -5.78 2.10 2.88
H -1.555471 1.545580 -2.141007 6.31 4.17 2.63
O 2.932170 1.184839 0.818700 -4.31 8.47 2.71
H 3.526855 0.683148 0.514436 7.05 -6.13 -3.65
H 2.192057 0.713708 1.055128 -2.45 -2.13 1.05
O -0.975651 3.711715 -1.755265 2.60 -0.18 1.25
H -1.133179 4.513924 -2.224283 -0.66 0.84 -0.73
H -0.029495 3.898510 -1.394881 -1.78 -0.89 -0.36
O 2.865356 -2.830028 1.141074 0.81 0.46 -0.01
H 2.514640 -3.696542 0.907465 -0.15 -0.15 -0.28
H 3.618083 -2.642485 0.558794 -0.36 -0.39 0.19
O -0.458054 2.793084 2.444542 2.26 -4.29 -1.62
H -0.169994 1.964715 3.047491 -0.49 1.56 -0.84
H -0.837244 3.402530 2.981646 -1.70 2.85 2.68
O 1.114079 -4.387067 -0.446471 0.25 0.24 -0.41
H 1.146146 -4.992913 -1.203356 -0.01 0.27 0.33
H 1.192559 -3.488496 -0.837487 -0.12 -0.46 -0.09
O -2.166436 2.095148 0.440299 0.37 0.05 0.92
H -1.718700 2.686205 -0.187624 -0.15 0.11 0.33
H -1.714337 2.236102 1.331697 -0.39 0.08 -1.53
O 0.279106 0.714107 3.877431 -1.80 -3.10 1.23
H 0.782147 0.093296 3.227526 -0.91 0.85 1.21
H -0.498790 0.085300 4.350109 3.10 2.47 -2.27
O -1.748266 -1.193265 -3.854695 0.38 -0.62 -0.69
H -1.950925 -0.396055 -3.287470 -0.21 -1.31 -0.12
H -1.893784 -2.114219 -3.530687 -0.36 1.84 0.10
O 1.369900 -0.745475 1.882844 0.38 -0.02 0.26
H 0.767896 -0.905885 1.122439 0.88 -0.27 0.22
H 2.187430 -1.318267 1.843100 -1.55 0.16 -0.38



11
Properties=species:S:1:pos:R:3:forces:R:3 method="wB97M-V/def2-TZVPD" smiles="O=c1cc1.C=N" lumo_energy_ha=0.0371 homo_lumo_gap_ha=0.3683 e_above_lowest_kcal_mol=88.7 homo_energy_ev=-9.01
O 0.466173 1.177347 1.765719 -0.57 0.04 -0.36
C -0.474478 0.584830 1.314664 -0.13 0.26 -0.10
C -1.501808 0.282375 0.283153 0.19 0.05 0.51
C -1.546302 -0.306123 1.480644 -0.07 -0.07 0.23
H -2.153337 0.292279 -0.593365 0.49 0.26 0.04
H -2.127310 -0.934633 2.128437 -0.10 -0.24 0.05
C 1.203882 -0.169403 -1.563135 0.01 -0.08 0.27
N 1.554800 -0.296461 -0.355059 0.04 -0.14 -0.57
H 0.146281 0.004824 -1.769077 0.06 -0.10 -0.09
H 1.868131 -0.226723 -2.429041 0.07 0.13 0.05
H 2.563967 -0.408311 -0.262941 0.01 -0.11 -0.03